No. 1
Formula: C7H11N2S2
Source: the OMol25 dataset
Level of theory: ωB97M-V/def2-TZVPD

Geometry (Å):
C -0.1395 0.2561 0.2997
H -1.3013 -1.2482 -2.2461
H -1.7878 0.5543 -2.5120
C -2.4107 0.0485 0.0006
H -2.6119 -0.2272 2.0691
C -1.0047 -0.1958 -2.0263
N -1.0874 -0.0693 -0.5813
H 4.1947 -0.5973 1.0989
C -2.1575 0.4389 1.4454
S 1.4403 -1.8917 1.1947
C 2.1394 -0.5994 0.3942
C 3.6100 -0.5268 0.0737
C 1.2521 0.4296 -0.0540
H 3.7713 0.4781 -0.3204
H -2.5066 1.4211 1.8092
S 1.6549 1.7987 -0.8163
H -0.0079 0.0941 -2.4495
H 3.7472 -1.4836 -0.4594
H -3.1149 -0.8656 0.0502
H -0.1134 0.8949 2.3142
N -0.6823 0.5362 1.4651
H -2.8842 0.7544 -0.7497

E_tot = -1178.90072 hartree
Relative energy (zero: lowest compared OMol25 entry of this formula, charge and spin) = 41.8 kcal per mole
Charge = +1
Orbital gap = 6.652 eV
SMILES = CC(=S)C(=S)C1=[NH+]CCN1C
2S+1 = 1

***

No. 2
Formula: C7H11N2S2
Source: the OMol25 dataset
Level of theory: ωB97M-V/def2-TZVPD

Geometry (Å):
C 1.8789 -1.7484 -0.0307
H 0.6774 -2.3424 -3.1426
H -1.3542 -1.2699 -2.1114
C -0.6439 1.9497 1.6846
H -1.0035 2.9142 2.0041
H 2.7089 -1.8585 0.6857
N -1.7686 1.0081 1.6995
S 1.3449 1.9833 -0.2717
C 1.8500 -2.1623 -1.4188
N 0.7624 -1.2920 0.5415
H -1.1961 -0.6874 0.5340
C -0.4258 -1.1335 -0.0668
H -2.1375 1.1116 2.7201
H 2.7199 -2.5299 -1.9203
H -0.4352 2.8387 -1.7283
H -2.4269 1.3899 1.0765
H 0.7970 -0.9392 1.4851
C 0.5862 -1.9991 -2.0562
H 0.1393 1.4246 2.3006
C -0.2185 2.1978 0.2847
C -0.5026 -1.6031 -1.3912
S -1.3521 2.7479 -0.8785

E_tot = -1178.83740 hartree
Relative energy (zero: lowest compared OMol25 entry of this formula, charge and spin) = 0.0 kcal per mole
Charge = +1
Orbital gap (spin up / spin down) = 5.730 / 6.760 eV
2S+1 = 3

***

No. 3
Formula: C7H11N2Si
Source: the OMol25 dataset
Level of theory: ωB97M-V/def2-TZVPD

Geometry (Å):
C -0.6358 0.9973 -1.1589
H -0.1984 -2.5209 0.7469
C -1.7591 -1.2836 -0.1690
H -3.3162 -1.0162 -1.6307
N 1.1951 0.7576 0.5366
H -2.2401 -2.1535 0.1863
C -0.6246 -0.8594 0.3930
C -2.4988 -0.6339 -1.1514
H -2.4240 1.0507 -2.4438
N -0.0212 -1.5963 1.2839
H 2.3806 -0.6693 2.3398
C -1.8199 0.5093 -1.6840
H 2.9348 1.9982 0.3669
C 1.8748 2.0816 0.2553
H -0.1170 1.9361 -1.5384
H 0.1522 -1.6359 2.2232
C -0.0785 0.3522 -0.0680
H 1.6865 2.6069 -0.6319
Si 1.7893 -0.7421 1.0354
H 1.6124 2.6973 1.1194
H 2.1082 -1.8760 -0.0105

E_tot = -672.01641 hartree
Relative energy (zero: lowest compared OMol25 entry of this formula, charge and spin) = 63.4 kcal per mole
Charge = +1
Orbital gap = 8.590 eV
2S+1 = 1

***

No. 4
Formula: C7H11N3O
Source: the OMol25 dataset
Level of theory: ωB97M-V/def2-TZVPD

Geometry (Å):
H -3.0568 0.2795 -2.6128
H 0.2344 0.9437 3.5098
H -1.9431 -2.2086 -2.6612
H -0.9868 1.2891 -1.3121
O 0.6863 -1.9830 0.2596
H 1.1628 2.0011 0.7522
C -1.9594 -0.0578 -2.5958
C -1.4293 -1.2747 -2.4923
N -0.1080 -1.1831 -2.2122
H 0.4360 -1.3473 3.1024
H 2.1632 -1.2171 2.3167
H 0.8687 -1.7960 -0.6406
C 0.5751 -0.7696 0.9275
N 0.2696 -0.0291 -2.1115
C 1.1028 -0.7517 2.3974
H 1.9385 1.1012 2.9315
C -0.7864 0.9196 -2.2819
C 1.0148 0.7858 2.6107
C 0.4932 1.4168 1.2716
N 0.2930 0.3111 0.3168
H -0.4933 1.5900 -3.0922
H -0.4752 1.9799 1.6165

E_tot = -512.71238 hartree
Relative energy (zero: lowest compared OMol25 entry of this formula, charge and spin) = 91.2 kcal per mole
Orbital gap = 9.654 eV
SMILES = C1=CN=NC1.OC1=NCCC1
2S+1 = 1

***

- What is the formula in the first record?
  C7H11N2S2

***

Repeat the third record exactly.
Formula: C7H11N2Si
Source: the OMol25 dataset
Level of theory: ωB97M-V/def2-TZVPD

Geometry (Å):
C -0.6358 0.9973 -1.1589
H -0.1984 -2.5209 0.7469
C -1.7591 -1.2836 -0.1690
H -3.3162 -1.0162 -1.6307
N 1.1951 0.7576 0.5366
H -2.2401 -2.1535 0.1863
C -0.6246 -0.8594 0.3930
C -2.4988 -0.6339 -1.1514
H -2.4240 1.0507 -2.4438
N -0.0212 -1.5963 1.2839
H 2.3806 -0.6693 2.3398
C -1.8199 0.5093 -1.6840
H 2.9348 1.9982 0.3669
C 1.8748 2.0816 0.2553
H -0.1170 1.9361 -1.5384
H 0.1522 -1.6359 2.2232
C -0.0785 0.3522 -0.0680
H 1.6865 2.6069 -0.6319
Si 1.7893 -0.7421 1.0354
H 1.6124 2.6973 1.1194
H 2.1082 -1.8760 -0.0105

E_tot = -672.01641 hartree
Relative energy (zero: lowest compared OMol25 entry of this formula, charge and spin) = 63.4 kcal per mole
Charge = +1
Orbital gap = 8.590 eV
2S+1 = 1